[1]
{
  "formula": "C17H23N2O6RuS2Se2",
  "method": "wB97M-V/def2-TZVPD",
  "elements": ["Ru", "O", "N", "C", "C", "C", "C", "C", "S", "H", "H", "H", "H", "O", "C", "C", "C", "O", "C", "Se", "C", "Se", "H", "H", "H", "H", "H", "H", "H", "H", "H", "H", "C", "H", "H", "H", "N", "C", "C", "C", "C", "C", "C", "S", "O", "O", "O", "H", "H", "H", "H", "H", "H"],
  "positions_angstrom": [[0.21, 2.12, 0.00], [0.21, 1.46, 1.92], [1.33, 0.89, 2.38], [1.19, 0.21, 3.54], [2.25, -0.43, 4.12], [3.50, -0.36, 3.48], [3.61, 0.32, 2.30], [2.50, 0.96, 1.70], [2.55, 1.74, 0.19], [0.18, 0.21, 3.92], [2.11, -0.99, 5.03], [4.35, -0.87, 3.89], [4.54, 0.37, 1.76], [-3.08, 4.84, -1.67], [-2.04, 4.11, -2.32], [-2.50, 2.70, -2.73], [-3.54, 2.89, -3.84], [-4.10, 1.67, -4.33], [-1.34, 1.87, -3.29], [0.40, 1.86, -2.37], [-3.16, 1.97, -1.55], [-2.26, 2.05, 0.19], [-3.11, 4.47, -0.77], [-1.18, 4.04, -1.67], [-1.75, 4.67, -3.21], [-3.08, 3.45, -4.66], [-4.38, 3.47, -3.46], [-3.37, 1.07, -4.51], [-1.11, 2.19, -4.32], [-1.65, 0.83, -3.34], [-3.29, 0.92, -1.81], [-4.16, 2.38, -1.39], [0.51, 4.09, 0.32], [1.05, 4.53, -0.52], [1.13, 4.19, 1.21], [-0.44, 4.61, 0.47], [0.45, -1.44, 0.25], [0.72, -2.78, 0.51], [-0.28, -3.76, 0.45], [0.00, -5.07, 0.80], [1.26, -5.46, 1.21], [2.26, -4.49, 1.27], [1.99, -3.17, 0.93], [1.62, -7.17, 1.61], [2.79, -7.10, 2.48], [0.41, -7.64, 2.28], [1.87, -7.82, 0.33], [-0.37, -1.21, -0.29], [1.25, -0.89, -0.02], [-1.28, -3.47, 0.14], [-0.79, -5.82, 0.76], [3.24, -4.79, 1.61], [2.78, -2.42, 1.00]],
  "mulliken_spin": [0.91, 0.03, -0.02, 0.01, -0.01, 0.01, 0.00, 0.01, 0.01, 0.00, 0.00, 0.00, 0.00, 0.00, 0.01, -0.01, 0.00, 0.00, 0.00, 0.11, 0.00, -0.02, 0.00, -0.01, 0.00, 0.00, 0.00, 0.00, 0.00, 0.00, 0.00, 0.00, -0.06, 0.02, 0.02, 0.00, 0.00, 0.00, 0.00, 0.00, 0.00, 0.00, 0.00, 0.00, 0.00, 0.00, 0.00, 0.00, 0.00, 0.00, 0.00, 0.00, 0.00],
  "charge": -2,
  "homo_ev": [-2.31, -2.15],
  "s2": 0.758,
  "homo_lumo_gap_ha": [0.2369, 0.2309],
  "e_above_lowest_kcal_mol": 0.0,
  "multiplicity": 2,
  "e_lumo_ha": [0.15194, 0.15167],
  "e_tot_ha": -6916.757475
}

---

[2]
{
  "formula": "C5H8O2",
  "method": "wB97M-V/def2-TZVPD",
  "elements": ["C", "C", "C", "O", "C", "C", "O", "H", "H", "H", "H", "H", "H", "H", "H"],
  "positions_angstrom": [[3.41, 1.17, 0.30], [2.35, 0.92, -0.19], [1.27, 0.04, -0.61], [0.09, 0.22, 0.14], [-0.89, -0.74, -0.19], [-2.15, -0.35, 0.56], [-2.68, 0.88, 0.10], [4.34, 1.14, 0.82], [1.10, 0.07, -1.70], [1.71, -0.94, -0.36], [-1.08, -0.73, -1.27], [-0.60, -1.78, 0.09], [-2.91, -1.11, 0.37], [-1.94, -0.33, 1.64], [-2.02, 1.56, 0.30]],
  "mulliken_charge": [-0.09, -0.59, -0.16, -0.26, -0.36, -0.55, -0.52, 0.38, 0.32, 0.24, 0.30, 0.32, 0.36, 0.29, 0.32],
  "smiles": "C#CCOCCO",
  "homo_ev": -9.98,
  "homo_lumo_gap_ha": 0.3986,
  "e_above_lowest_kcal_mol": 75.2,
  "e_lumo_ha": 0.03180,
  "e_tot_ha": -345.685086
}

---

[3]
{
  "formula": "C12H24F2MgO12",
  "method": "wB97M-V/def2-TZVPD",
  "elements": ["Mg", "F", "F", "C", "O", "C", "O", "O", "C", "H", "H", "H", "H", "H", "H", "C", "O", "C", "O", "O", "C", "H", "H", "H", "H", "H", "H", "C", "O", "C", "O", "O", "C", "H", "H", "H", "H", "H", "H", "C", "O", "C", "O", "O", "C", "H", "H", "H", "H", "H", "H"],
  "positions_angstrom": [[11.54, 17.00, -14.07], [10.03, 19.20, -14.88], [12.80, 14.61, -13.76], [9.55, 17.13, -19.80], [10.53, 16.11, -20.02], [11.37, 15.65, -19.10], [11.34, 15.86, -17.86], [12.12, 14.82, -19.70], [12.83, 13.81, -18.94], [9.06, 17.02, -18.83], [8.82, 16.95, -20.59], [9.93, 18.13, -20.03], [12.15, 13.07, -18.52], [13.36, 14.25, -18.09], [13.62, 13.32, -19.51], [13.96, 20.00, -17.43], [15.20, 19.56, -17.01], [15.28, 18.91, -15.82], [14.35, 18.74, -15.02], [16.46, 18.31, -15.78], [16.74, 17.43, -14.69], [13.27, 19.16, -17.43], [14.01, 20.51, -18.39], [13.55, 20.83, -16.84], [17.83, 17.36, -14.63], [16.36, 16.44, -14.93], [16.25, 17.63, -13.74], [11.91, 21.05, -10.97], [12.39, 20.32, -9.89], [12.35, 18.96, -9.96], [11.91, 18.24, -10.89], [12.73, 18.49, -8.74], [12.96, 17.15, -8.50], [12.27, 22.08, -10.97], [10.82, 21.09, -10.98], [12.24, 20.65, -11.93], [13.63, 17.14, -7.64], [13.35, 16.59, -9.34], [12.03, 16.60, -8.32], [8.70, 12.49, -14.91], [7.57, 12.98, -14.33], [7.60, 14.21, -13.73], [8.48, 14.99, -13.62], [6.35, 14.47, -13.30], [6.11, 15.77, -12.66], [9.05, 13.17, -15.69], [8.58, 11.45, -15.19], [9.62, 12.33, -14.34], [5.07, 15.71, -12.34], [6.42, 16.59, -13.31], [6.55, 15.66, -11.67]],
  "mulliken_charge": [1.60, -0.78, -0.78, -0.64, -0.33, 0.87, -0.62, -0.31, -0.63, 0.31, 0.24, 0.28, 0.29, 0.29, 0.25, -0.58, -0.31, 0.81, -0.60, -0.31, -0.62, 0.26, 0.24, 0.29, 0.23, 0.31, 0.28, -0.59, -0.27, 0.74, -0.58, -0.30, -0.65, 0.24, 0.29, 0.26, 0.23, 0.33, 0.29, -0.64, -0.28, 0.69, -0.47, -0.35, -0.66, 0.24, 0.28, 0.33, 0.24, 0.30, 0.31],
  "homo_ev": -9.94,
  "homo_lumo_gap_ha": 0.2895,
  "e_above_lowest_kcal_mol": 0.0,
  "e_lumo_ha": -0.07575,
  "e_tot_ha": -1774.218045
}